[1]
The following is a quantum chemistry calculation of C36H28HfOP2S2 as an isolated structure, from the Open Molecules 2025 dataset.

XYZ file:
```
70
Properties=species:S:1:pos:R:3:forces:R:3:mulliken_charge:R:1
Hf 11.247269 10.352151 11.103624 -0.761 -0.734 1.626 0.81
O 11.753864 14.724559 10.671632 -0.159 -0.535 0.018 -0.68
S 11.916634 13.432996 11.362251 -0.033 1.500 1.878 0.94
C 11.981311 12.217506 10.037231 -0.755 -1.321 -2.097 -0.34
C 10.903419 12.110970 9.035692 1.344 0.335 1.680 0.03
C 11.249477 11.682493 7.800857 -0.246 -0.154 -3.236 -0.66
C 12.580473 11.304480 7.460103 -1.480 0.098 -1.054 -0.63
C 13.503723 11.063811 8.423434 -0.831 0.467 2.387 -0.40
C 13.176066 11.401090 9.818331 0.328 1.462 -2.933 0.18
P 14.500690 11.316950 11.036331 0.537 -0.567 1.851 0.44
C 16.084555 11.083066 10.211993 0.096 0.155 -1.151 0.31
C 16.796375 9.893419 10.068655 0.337 0.365 -1.008 -0.24
C 17.892612 9.858853 9.166167 -0.136 -1.813 0.828 -0.62
C 18.301037 10.984678 8.494018 -0.873 0.706 -0.333 -0.54
C 17.513639 12.141091 8.568521 1.076 0.731 0.110 -0.54
C 16.476110 12.212566 9.452685 -0.962 -0.447 0.569 -0.38
C 14.163396 9.640967 11.761109 -0.820 0.486 0.145 0.99
C 14.895498 9.311177 12.897337 0.271 1.016 0.339 -0.68
C 14.537924 8.175263 13.613271 0.868 -0.089 0.322 -0.35
C 13.425782 7.365441 13.335488 0.751 0.777 0.873 -1.00
C 12.625874 7.759170 12.308687 -1.289 -0.530 -2.137 -0.12
C 13.012220 8.856202 11.450906 0.985 -1.067 -0.551 -1.24
C 10.226396 13.053642 12.105962 -0.264 -1.216 -0.434 0.35
C 9.156574 13.879209 11.791464 1.852 1.441 -0.464 -0.76
C 7.881061 13.379966 11.838587 -2.435 0.626 0.144 -0.55
C 7.589501 12.058438 12.134201 0.626 -0.536 -0.489 -0.93
C 8.630545 11.228848 12.556338 0.389 1.261 0.298 -0.20
C 9.929634 11.777768 12.717379 0.017 -0.248 -0.562 -0.87
P 11.185003 10.904235 13.798510 0.161 0.725 -0.067 1.34
C 11.929219 12.337376 14.675511 0.123 0.891 0.242 0.51
C 13.282982 12.231137 14.973042 0.002 -0.629 0.221 -0.01
C 13.884466 13.102868 15.879270 1.367 -0.245 -0.284 -0.62
C 13.215419 14.213845 16.359774 -0.535 -0.454 -1.388 -0.54
C 11.884921 14.444762 15.956609 0.541 -0.490 0.577 -0.91
C 11.249051 13.491218 15.169562 -0.868 -0.589 -0.305 -0.10
C 10.305855 9.900466 15.020261 -0.661 0.216 0.914 0.80
C 9.110552 10.377914 15.621453 0.889 -0.580 -0.349 -0.47
C 8.501359 9.613328 16.622006 -1.022 0.856 -0.297 -0.62
C 9.049333 8.418886 17.061951 -0.151 -0.795 0.564 -0.57
C 10.323469 8.066254 16.609518 -0.108 -0.953 -0.211 -0.51
C 10.927939 8.756834 15.564004 -0.642 0.882 0.275 -0.45
H 9.854792 12.354649 9.134406 0.119 0.663 0.743 0.46
H 10.423736 11.779335 6.992750 1.702 -0.501 1.303 0.37
H 12.865491 11.142832 6.418258 -0.321 0.034 0.260 0.46
H 14.488847 10.721311 8.146292 0.102 -0.255 0.290 0.54
H 16.491924 8.980176 10.561087 -0.006 -0.002 0.032 0.38
H 18.358536 8.849783 8.991499 -0.194 1.348 0.301 0.34
H 19.148017 11.047671 7.842064 0.361 -0.515 -0.216 0.43
H 17.806868 13.039693 8.008549 -0.171 -0.507 0.190 0.40
H 15.868980 13.106711 9.549039 0.182 0.189 -0.098 0.44
H 15.702061 10.040865 13.237468 -0.933 -1.411 -0.369 0.47
H 15.191499 7.903676 14.430646 -0.075 -0.091 0.202 0.43
H 13.245239 6.517055 13.995267 -0.221 0.147 -0.416 0.51
H 11.713214 7.157726 12.024755 1.141 0.765 0.287 0.41
H 12.737707 8.745316 10.340285 0.052 0.114 1.271 0.77
H 9.376296 14.950232 11.513899 -0.314 -1.373 -0.051 0.50
H 7.018206 14.053966 11.620282 0.910 -0.546 0.088 0.43
H 6.598082 11.649147 11.988479 -0.017 0.146 0.162 0.54
H 8.467606 10.213388 12.849896 -0.271 -0.388 0.315 0.71
H 13.856065 11.425758 14.505305 -0.049 0.162 0.351 0.14
H 14.960148 12.931612 16.137347 -1.121 0.291 -0.240 0.37
H 13.791959 14.952038 16.856043 0.095 0.514 0.869 0.43
H 11.375731 15.316773 16.378159 -0.039 -0.348 -0.516 0.43
H 10.179096 13.623587 14.938136 0.572 -0.043 0.128 0.30
H 8.721873 11.330942 15.252949 -0.247 -0.395 0.405 0.31
H 7.537276 9.960828 17.033671 0.632 -0.254 -0.248 0.38
H 8.460664 7.737086 17.752841 1.016 1.123 -0.772 0.36
H 10.820311 7.157644 16.990326 -0.344 0.612 -0.142 0.38
H 11.908516 8.472505 15.252769 0.403 -0.235 -0.357 0.38
S 9.974510 8.908368 10.084629 -0.491 -0.249 -0.283 -0.23
```
Positions in Å, forces in eV/Å.

Output
Kohn-Sham gap (eV): 6.105
E_tot (Ha): -2990.321502
Total charge: +2
LUMO (eV): -7.73

***

[2]
The following is a quantum chemistry calculation of C4H10N2 in the gas phase, from the Open Molecules 2025 dataset.

XYZ file:
```
16
Properties=species:S:1:pos:R:3:forces:R:3:mulliken_charge:R:1
C -0.169587 -1.528154 2.148636 0.133 -1.033 -1.446 -0.33
N 0.143292 -0.633548 1.305352 -1.159 -0.152 0.506 -0.35
C -1.017285 -0.157355 0.518811 0.580 1.377 -0.260 -0.41
C -0.697671 0.007853 -0.974505 0.693 -1.148 -1.332 -0.77
C 0.746030 0.362776 -1.406669 -0.943 0.511 1.569 -0.48
N 0.905356 1.835105 -1.301531 0.886 -0.297 0.053 -0.62
H 0.578908 -2.067131 2.721464 0.193 0.490 0.338 0.28
H -1.146287 -2.037369 2.073885 0.014 0.391 0.502 0.23
H -1.854875 -0.855566 0.472862 -0.145 -0.036 0.842 0.41
H -1.327725 0.803934 0.996789 0.129 -0.648 -0.455 0.27
H -1.427979 0.626223 -1.507911 0.053 -0.023 0.321 0.32
H -0.798025 -1.018876 -1.359754 -0.311 0.100 -0.155 0.33
H 1.008061 0.039764 -2.418397 -0.376 -0.081 0.202 0.41
H 1.305128 -0.226715 -0.653191 0.594 0.540 -0.686 0.26
H 1.544096 2.157135 -2.022264 -0.104 0.001 -0.012 0.23
H 1.391098 2.059210 -0.436064 -0.238 0.006 0.013 0.23
```
Positions in Å, forces in eV/Å.

Output
Kohn-Sham gap (eV): 10.244
E_tot (Ha): -267.863901
Total charge: 0
Structure (SMILES): C=NCCCN
LUMO (eV): 1.17

***

[3]
The following is a quantum chemistry calculation of a 6-piece molecular cluster, H12O6 overall, from the Open Molecules 2025 dataset.

XYZ file:
```
18
Properties=species:S:1:pos:R:3:forces:R:3:mulliken_charge:R:1
O -0.440062 -0.350073 -2.708967 -0.070 -0.071 -0.084 -0.63
H -0.678355 -1.185268 -3.122785 0.001 0.010 0.021 0.29
H 0.065054 0.127228 -3.375061 0.050 0.021 0.080 0.30
O 0.810606 2.730289 1.660687 0.091 -0.085 0.115 -0.66
H 0.588838 2.078461 0.983069 -0.074 -0.004 -0.088 0.36
H 0.047560 2.730068 2.246639 -0.056 0.077 -0.076 0.31
O -0.331872 0.537295 0.001805 -0.100 -0.236 0.124 -0.80
H -0.593680 0.280372 -0.897142 0.192 0.121 -0.053 0.38
H -0.140408 -0.303913 0.454154 -0.031 0.150 -0.040 0.42
O -2.651914 1.889490 0.984118 0.159 -0.073 0.103 -0.65
H -1.849493 1.384872 0.752351 -0.184 0.084 -0.104 0.42
H -3.273008 1.240352 1.324763 0.005 0.008 -0.011 0.29
O 2.696311 -1.799375 -1.513785 -0.069 -0.009 0.025 -0.65
H 1.916113 -1.540078 -1.010662 0.024 0.030 -0.019 0.34
H 3.426476 -1.705647 -0.894766 -0.006 0.007 -0.014 0.31
O 0.261911 -1.874017 1.375280 0.026 -0.044 0.074 -0.68
H 0.543756 -1.670409 2.274350 0.021 0.001 -0.037 0.32
H -0.397833 -2.569654 1.465949 0.021 0.014 -0.018 0.32
```
Positions in Å, forces in eV/Å.

Output
Kohn-Sham gap (eV): 10.708
E_tot (Ha): -458.638439
Total charge: 0
Structure (SMILES): O.O.O.O.O.O
LUMO (eV): 0.06